1.
The following is a DFT calculation (ωB97M-V/def2-TZVPD) of an isolated ion of composition C5H11O and charge -1.

Output
HOMO energy, eV: -2.026
Total charge: -1
Structure (SMILES): CCCCC[O-]
Molecular weight, g mol⁻¹: 87.14

Structure (XYZ):
```
17
C5H11O | the OMol25 dataset | ωB97M-V/def2-TZVPD
C 1.30094 2.02015 0.55984
C 0.93134 0.56385 0.95482
C -0.36415 0.18260 0.12448
C -0.31925 -1.31107 -0.17545
C -1.51499 -1.68793 -1.24633
O -1.05517 -1.81902 -2.48558
H 1.98611 2.56696 1.22850
H 0.43321 2.68003 0.60167
H 1.81074 2.07905 -0.39489
H 1.79885 -0.08597 0.92919
H 0.61123 0.60031 2.00981
H -1.22193 0.40763 0.75884
H -0.26025 0.75384 -0.79604
H 0.54032 -1.58696 -0.79102
H -0.44352 -1.92055 0.70774
H -2.24699 -0.83319 -1.17833
H -1.98650 -2.60973 -0.80725
```

2.
The following is a DFT calculation (ωB97M-V/def2-TZVPD) of an isolated ion of composition C5H11O and charge -1.

Output
HOMO energy, eV: -1.963
Total charge: -1
Structure (SMILES): CCCCC[O-]
Molecular weight, g mol⁻¹: 87.14

Structure (XYZ):
```
17
C5H11O | the OMol25 dataset | ωB97M-V/def2-TZVPD
C -0.00977 1.38959 -2.09156
C 0.42212 1.17912 -0.64567
C -0.40911 0.13622 0.13416
C 0.45576 -0.83552 0.92107
C -0.35909 -1.71332 1.89400
O 0.35121 -2.54953 2.66840
H 0.49420 2.24268 -2.54950
H 0.25547 0.52030 -2.70689
H -1.09860 1.42938 -2.15275
H 0.51810 2.20479 -0.25397
H 1.46864 0.85054 -0.60884
H -1.04758 -0.38139 -0.58811
H -1.08044 0.73554 0.75965
H 1.29078 -0.36338 1.44326
H 0.88751 -1.49668 0.15484
H -1.09031 -1.05104 2.42843
H -1.04891 -2.29729 1.19348
```

Here is how they stack up, most stable first: 2, 1.

1.
The following is a DFT calculation (ωB97M-V/def2-TZVPD) of C33H26Br2CrN2O5P as an isolated structure.

Output
HOMO energy (alpha / beta), eV: -2.779 / -4.541
Spin multiplicity: 5
Total charge: -1
<S²>: 6.068
Molecular weight, g mol⁻¹: 773.36

Structure (XYZ):
```
70
C33H26Br2CrN2O5P | the OMol25 dataset | ωB97M-V/def2-TZVPD
Cr 0.16624 -0.02549 -0.03900
Br 1.19717 1.09624 -2.14769
C 1.20814 -0.72287 -3.01505
Br 0.50747 -1.97046 -1.64863
H 2.23420 -0.98917 -3.22857
H 0.57994 -0.72024 -3.89750
O 3.86479 1.75267 0.80312
C 3.05998 0.85588 1.01338
O 1.83872 0.87510 0.62964
C 3.56053 -0.34474 1.84871
C 4.80525 -0.18986 2.45592
C 5.35287 -1.18162 3.24833
C 4.65568 -2.36673 3.45188
C 3.42339 -2.54005 2.85119
C 2.86358 -1.54860 2.04284
P 1.23761 -1.80465 1.24143
C 1.45069 -3.37724 0.27343
C 0.28676 -4.02883 -0.27022
C 0.40727 -5.16245 -1.04774
C 1.66424 -5.68005 -1.33856
C 2.79342 -5.05265 -0.84331
C 2.68555 -3.91571 -0.04868
C 0.22246 -2.32641 2.67328
C -0.32035 -1.33468 3.49162
C -1.09624 -1.66848 4.58468
C -1.35303 -3.00398 4.88292
C -0.81660 -3.99581 4.08271
C -0.02773 -3.65541 2.98696
H 5.33505 0.73912 2.29604
H 6.31998 -1.02736 3.71099
H 5.07031 -3.14897 4.07623
H 2.88375 -3.46637 3.01289
H -0.70227 -3.62543 -0.07252
H -0.48339 -5.63139 -1.44692
H 1.76080 -6.56165 -1.95993
H 3.77586 -5.44211 -1.08142
H 3.59129 -3.43263 0.29744
H -0.13579 -0.29384 3.27042
H -1.50527 -0.88068 5.20464
H -1.96607 -3.26323 5.73771
H -1.00490 -5.03923 4.30584
H 0.39334 -4.44949 2.38219
O 0.20650 5.89056 5.90028
C 0.88348 4.75932 5.56126
O 1.80366 4.40984 6.25217
C 0.42583 4.03781 4.35134
C -0.64380 4.43653 3.55316
C -1.01872 3.71721 2.43999
C -0.33942 2.53741 2.03207
C 0.73222 2.15280 2.86636
C 1.09916 2.87487 3.97868
N -0.71063 1.78940 0.91332
C -1.80860 2.20700 0.27185
C -2.30257 1.52125 -0.84931
C -3.48247 1.98228 -1.49689
C -3.96799 1.30475 -2.57270
C -3.27711 0.15792 -3.00506
C -2.14307 -0.22303 -2.32588
N -1.61661 0.40665 -1.26614
H -0.50756 6.08582 5.28756
H -1.22712 5.32664 3.77316
H -1.85683 4.09690 1.88181
H 1.27673 1.25728 2.63938
H 1.92938 2.52817 4.57914
H -2.38491 3.06764 0.57660
H -3.98314 2.86652 -1.12386
H -4.86512 1.63572 -3.08189
H -3.62048 -0.42081 -3.85158
H -1.61885 -1.10551 -2.66061
O -1.05962 -0.73868 0.91634
```

2.
The following is a DFT calculation (ωB97M-V/def2-TZVPD) of C33H26Br2CrN2O5P as an isolated structure.

Output
HOMO energy (alpha / beta), eV: -2.806 / -4.708
Spin multiplicity: 5
Total charge: -1
<S²>: 6.058
Molecular weight, g mol⁻¹: 773.36

Structure (XYZ):
```
70
C33H26Br2CrN2O5P | the OMol25 dataset | ωB97M-V/def2-TZVPD
Cr 0.00906 -0.01951 0.06842
Br 1.99282 -0.25372 1.70547
C 1.05375 -1.65595 2.74406
Br -0.84467 -1.78494 1.55630
H 0.86971 -1.33340 3.76820
H 1.60276 -2.59461 2.71510
O 3.30357 -0.01938 -2.57225
C 2.27401 -0.53655 -2.18503
O 1.60238 -0.19591 -0.99294
C 1.75548 -1.76073 -2.97949
C 2.55445 -2.25250 -3.99847
C 2.18241 -3.36797 -4.73180
C 0.99287 -4.01738 -4.44128
C 0.17986 -3.54167 -3.42458
C 0.52555 -2.41450 -2.68864
P -0.58524 -1.81544 -1.33336
C -2.21055 -1.53024 -2.09811
C -3.32469 -1.33710 -1.27791
C -4.56841 -1.06973 -1.81629
C -4.72396 -0.97031 -3.19612
C -3.62444 -1.12783 -4.01913
C -2.37458 -1.39520 -3.46931
C -0.74852 -3.38529 -0.36257
C 0.31859 -3.69843 0.53910
C 0.28401 -4.83307 1.31120
C -0.81446 -5.69992 1.22915
C -1.84398 -5.41919 0.35978
C -1.80170 -4.26658 -0.44215
H 3.48915 -1.74949 -4.21176
H 2.82881 -3.73057 -5.52084
H 0.69876 -4.89661 -5.00098
H -0.74430 -4.06454 -3.20742
H -3.21504 -1.38165 -0.20200
H -5.41522 -0.92034 -1.15840
H -5.69552 -0.74861 -3.62129
H -3.72510 -1.02441 -5.09234
H -1.52201 -1.46995 -4.13419
H 1.17258 -3.03745 0.60445
H 1.10775 -5.04936 1.98092
H -0.84707 -6.59291 1.84179
H -2.69008 -6.09138 0.28596
H -2.61888 -4.08287 -1.13043
O 3.00202 3.81953 -6.26781
C 2.70869 2.57513 -5.82050
O 2.91452 1.62614 -6.52744
C 2.13682 2.47092 -4.45098
C 1.89342 3.57586 -3.60834
C 1.36046 3.40442 -2.35957
C 1.03999 2.12577 -1.86537
C 1.29088 1.01819 -2.69936
C 1.83473 1.21177 -3.98691
N 0.44243 1.88283 -0.58949
C 0.09404 2.86420 0.23610
C -0.53511 2.49173 1.45906
C -0.96185 3.43899 2.41509
C -1.57089 2.98506 3.55202
C -1.75635 1.59893 3.73610
C -1.31590 0.73089 2.76379
N -0.70435 1.13087 1.62271
H 2.80848 4.52741 -5.64738
H 2.10900 4.59610 -3.90979
H 1.18262 4.28698 -1.75930
H 0.99950 -0.10881 -2.22099
H 2.02067 0.35344 -4.61376
H 0.24243 3.92091 0.03903
H -0.81226 4.49680 2.24808
H -1.91160 3.68484 4.30687
H -2.23622 1.21535 4.62591
H -1.43133 -0.38102 2.85434
O -1.45435 0.42812 -0.59961
```

Here is how they stack up, most stable first: 1, 2.

1.
The following is a DFT calculation (ωB97M-V/def2-TZVPD) of a 3-piece molecular cluster, C2H11NO3 overall.

Output
HOMO energy, eV: -9.473
Structure (SMILES): CNCO.O.O
Molecular weight, g mol⁻¹: 97.11

Structure (XYZ):
```
17
C2H11NO3 | the OMol25 dataset | ωB97M-V/def2-TZVPD
C 2.43201 -0.43455 -0.72553
N 1.52472 -0.59262 0.41751
C 1.17925 0.62026 1.14798
O 2.25336 1.53366 1.41126
H 3.45132 -0.15887 -0.42804
H 2.06171 0.16738 -1.55232
H 2.63622 -1.43491 -1.12848
H 2.14654 -1.07940 1.07059
H 0.44508 1.09558 0.48604
H 0.83050 0.37856 2.14711
H 2.41786 2.01613 0.60389
O -2.57147 -0.45236 -2.33582
H -2.41423 0.34311 -1.85660
H -1.78565 -0.89433 -2.67559
O -3.80700 -0.62138 0.48461
H -4.46075 -0.06452 0.95648
H -4.31920 -1.41125 0.25827
```

2.
The following is a DFT calculation (ωB97M-V/def2-TZVPD) of a 3-piece molecular cluster, C2H11NO3 overall.

Output
HOMO energy, eV: -9.677
Structure (SMILES): NCCO.O.O
Molecular weight, g mol⁻¹: 97.11

Structure (XYZ):
```
17
C2H11NO3 | the OMol25 dataset | ωB97M-V/def2-TZVPD
N 1.50037 -0.96141 1.91998
C 1.17027 -1.21059 0.49403
C -0.33106 -1.33002 0.23585
O -0.70307 -0.58537 -0.92069
H 1.71377 0.01734 2.03452
H 2.39076 -1.42240 2.09254
H 1.71324 -0.47571 -0.11687
H 1.67508 -2.12054 0.15320
H -0.53002 -2.40585 0.19069
H -0.85349 -0.92292 1.10470
H -1.62977 -0.41518 -0.82902
O -1.53599 2.50065 -3.56445
H -0.59167 2.65431 -3.67067
H -1.87271 2.36187 -4.44868
O -0.61284 1.76626 1.93706
H -0.72053 1.61750 1.01393
H -0.78234 0.93207 2.37387
```

Here is how they stack up, most stable first: 2, 1.